1.
Entry from OMol25: 2 unconnected molecules or ions with the total composition C5H14 in a non-equilibrium geometry (wB97M-V/def2-TZVPD).

Summary:
HOMO (eV): -11.36
Structure (SMILES): CCC.CC
2S+1: 1
Frontier orbital gap (eV): 12.5
E_tot (a.u.): -198.8483
Energy relative to the best compared isomer or geometry (same formula, charge and spin) (kcal per mole): 25.66

The geometry in XYZ format:
```
19
Properties=species:S:1:pos:R:3:lowdin_charge:R:1
C -1.0189 -0.2069 2.8447 -0.14
C 0.1230 0.8848 2.9125 -0.12
H -0.6388 -1.1543 3.0547 0.03
H -1.8106 0.0342 3.5265 0.05
H -1.5745 -0.1931 1.8759 0.06
H -0.3742 1.7424 3.0023 0.01
H 0.7422 0.9421 2.0358 0.05
H 0.7647 0.5475 3.6557 0.04
C 0.4790 -0.6730 -2.5148 -0.32
C 1.1725 0.6814 -2.5272 -0.14
C -0.5678 -0.7961 -1.3699 -0.13
H -0.0304 -0.8106 -3.4818 0.09
H 1.2352 -1.5225 -2.3049 0.12
H 2.0409 0.5915 -1.9412 0.04
H 0.4471 1.3918 -1.9669 0.10
H -0.0282 -0.8312 -0.4018 0.08
H -1.2600 -0.0498 -1.3912 0.02
H 1.5168 1.0652 -3.5250 0.08
H -1.2179 -1.6434 -1.4834 0.06
```

---

2.
Entry from OMol25: 2 unconnected molecules or ions with the total composition C3H9NO2 in a non-equilibrium geometry (wB97M-V/def2-TZVPD).

Summary:
HOMO (alpha / beta) (eV): -13.67 / -13.66
2S+1: 2
Frontier orbital gap (alpha / beta) (eV): 9.2 / 4.4
Expectation value of S²: 0.75
E_tot (a.u.): -324.5823
Energy relative to the best compared isomer or geometry (same formula, charge and spin) (kcal per mole): 27.11
Total charge: +1

The geometry in XYZ format:
```
15
Properties=species:S:1:pos:R:3:lowdin_spin:R:1
C -2.0675 2.2942 1.0623 0.00
O -0.9688 1.4309 0.7542 0.00
H -0.7686 0.6827 1.3129 0.00
H -2.7880 1.9127 1.7833 0.00
H -1.6163 3.1960 1.4909 0.00
H -2.5151 2.6012 0.1368 0.00
C 0.5250 -0.5832 -1.1125 0.05
C 1.1919 -1.5584 -0.2316 0.08
O 0.8308 -1.6640 0.9780 0.82
N 2.2213 -2.2693 -0.6366 0.03
H 2.4731 -3.0845 -0.0863 0.00
H 2.6387 -2.0832 -1.5351 0.00
H 0.2974 0.3378 -0.5547 0.00
H -0.4977 -0.9004 -1.3400 0.00
H 1.0437 -0.3125 -2.0217 0.01
```

---

3.
Entry from OMol25: a molecular structure, C5H6FO4Y in a non-equilibrium geometry (wB97M-V/def2-TZVPD).

Summary:
HOMO (alpha / beta) (eV): -20.66 / -21.09
2S+1: 2
Frontier orbital gap (alpha / beta) (eV): 4.7 / 5.1
Expectation value of S²: 0.75
E_tot (a.u.): -631.9442
Energy relative to the best compared isomer or geometry (same formula, charge and spin) (kcal per mole): 22.13
Total charge: +3

The geometry in XYZ format:
```
17
Properties=species:S:1:pos:R:3:lowdin_spin:R:1
O 3.0736 0.4208 -0.4100 0.00
C 3.1504 -0.5236 0.3801 0.00
H 4.1293 -0.7118 0.8508 0.00
H 1.0128 -0.8658 0.8003 0.01
C 2.0578 -1.4493 0.6848 0.00
H 1.8632 -2.1419 -0.1385 0.00
H 2.2835 -1.9617 1.6330 0.00
C -1.1307 0.7378 0.1610 0.59
C -2.5106 1.2899 0.3847 0.06
O -3.3023 0.4406 -0.4556 0.02
C -2.5724 -0.5168 -1.0001 0.02
O -1.2499 -0.3604 -0.5917 0.12
O -2.9189 -1.3799 -1.7315 0.03
F -0.2732 1.6638 -0.4756 0.11
H -2.5877 2.3300 0.0471 0.00
H -2.8438 1.1869 1.4238 0.01
Y 1.8187 1.8414 -1.5627 0.03
```

---

4.
Entry from OMol25: C5H9NO in the gas phase (wB97M-V/def2-TZVPD).

Summary:
HOMO (eV): -9.34
Structure (SMILES): CC/N=C\CC=O
2S+1: 1
Frontier orbital gap (eV): 10.1
E_tot (a.u.): -325.8671
Energy relative to the best compared isomer or geometry (same formula, charge and spin) (kcal per mole): 44.19

The geometry in XYZ format:
```
16
Properties=species:S:1:pos:R:3:lowdin_charge:R:1
C 0.9715 -1.8311 0.6210 -0.10
C 1.1099 -0.3320 0.8992 -0.28
N 1.3990 0.4818 -0.2779 0.04
C 0.4926 0.9468 -1.0264 -0.17
C -1.0085 0.7075 -1.0337 -0.13
C -1.8352 1.3663 0.0506 -0.26
O -1.4206 1.7476 1.1170 0.05
H 1.6998 -2.1686 -0.1221 0.07
H 1.1540 -2.3885 1.5465 0.07
H -0.0302 -2.1023 0.2708 0.06
H 0.2266 0.0405 1.4295 0.09
H 1.9684 -0.1896 1.5627 0.10
H 0.8372 1.6005 -1.8344 0.10
H -1.2249 -0.3696 -0.9753 0.12
H -1.4134 1.0359 -1.9994 0.11
H -2.9135 1.4593 -0.2037 0.12
```

---

5.
Entry from OMol25: C21H26N2O3 in the gas phase (wB97M-V/def2-TZVPD).

Summary:
HOMO (eV): -7.50
Structure (SMILES): CCCOc1ccc(NC(=O)CCC(=O)N[C@@H](C)c2ccccc2)cc1
2S+1: 1
Frontier orbital gap (eV): 8.0
E_tot (a.u.): -1151.1007
Energy relative to the best compared isomer or geometry (same formula, charge and spin) (kcal per mole): 23.91

The geometry in XYZ format:
```
52
Properties=species:S:1:pos:R:3:lowdin_charge:R:1
C 4.5089 5.5858 -2.0096 -0.11
H 5.4455 6.1316 -1.9201 0.07
C 4.0517 5.0810 -0.6478 -0.23
C 5.0937 4.1504 -0.0219 -0.22
O 4.7301 3.7096 1.2671 -0.05
C 3.7907 2.7281 1.4109 -0.27
C 3.4336 2.4292 2.7264 0.00
C 2.5153 1.4426 3.0118 0.00
C 1.9239 0.7214 1.9764 -0.22
C 2.2770 1.0184 0.6643 -0.01
C 3.1983 2.0094 0.3782 -0.03
H 3.4442 2.2020 -0.6544 0.10
H 1.8225 0.4632 -0.1440 0.11
N 0.9898 -0.2971 2.1817 0.13
C 0.4833 -0.7579 3.3453 -0.48
O 0.7548 -0.3493 4.4561 0.06
C -0.5095 -1.9070 3.1450 -0.08
H 0.0330 -2.7633 2.7374 0.13
H -0.8777 -2.1773 4.1350 0.12
C -1.6949 -1.5523 2.2297 -0.08
C -1.4477 -1.9630 0.7880 -0.47
O -0.4250 -1.6734 0.1860 0.04
N -2.4341 -2.6784 0.2251 0.11
H -3.2643 -2.8930 0.7543 0.14
C -2.3956 -3.1480 -1.1507 -0.31
C -3.6058 -2.6541 -1.9084 -0.19
C -4.8899 -2.9736 -1.4829 -0.05
C -5.9955 -2.5244 -2.1822 -0.08
C -5.8314 -1.7511 -3.3188 -0.09
C -4.5566 -1.4278 -3.7498 -0.08
C -3.4514 -1.8750 -3.0468 -0.03
H -2.4580 -1.6173 -3.3839 0.11
H -4.4216 -0.8241 -4.6349 0.10
H -6.6945 -1.4022 -3.8655 0.10
H -6.9875 -2.7803 -1.8402 0.10
H -5.0354 -3.5830 -0.6015 0.11
C -2.2995 -4.6750 -1.1884 -0.03
H -1.4057 -5.0054 -0.6649 0.08
H -3.1694 -5.1291 -0.7194 0.07
H -2.2477 -5.0134 -2.2197 0.09
H -1.4870 -2.7178 -1.5841 0.14
H -2.6017 -2.0325 2.6002 0.11
H -1.8583 -0.4714 2.2467 0.14
H 0.6506 -0.7450 1.3263 0.10
H 2.2511 1.2227 4.0324 0.10
H 3.9001 2.9904 3.5205 0.12
H 5.3000 3.2999 -0.6846 0.12
H 6.0293 4.6977 0.1293 0.13
H 3.1024 4.5509 -0.7459 0.10
H 3.8911 5.9226 0.0288 0.12
H 4.6620 4.7549 -2.6953 0.07
H 3.7626 6.2505 -2.4372 0.07
```